# 1
Density functional theory data (the ωB97M-V functional and the def2-TZVPD basis) for a cluster of 14 separate species, C74H169N9O13 in total at a distorted geometry.

```
! wB97M-V def2-TZVPD RIJCOSX def2/J DEFGRID3
* xyz 0 1
C -7.15433 -0.84230 2.08853
C -7.63677 -1.88940 3.09531
N -7.89241 -3.22206 2.51711
C -6.75806 -3.78266 1.73334
C -5.37808 -3.79546 2.44627
C -9.00881 -3.16070 1.60124
C -9.63677 -4.54633 1.47138
H -6.19080 -1.15421 1.64028
H -6.86762 0.15485 2.62587
H -7.87694 -0.58213 1.33920
H -6.96413 -1.89169 3.99447
H -8.60275 -1.55224 3.50645
H -7.04794 -4.77684 1.32352
H -6.52079 -3.07938 0.83067
H -5.24766 -2.88833 3.08320
H -5.27843 -4.71862 3.10692
H -4.66560 -3.77795 1.61321
H -8.63537 -2.82463 0.63323
H -9.76123 -2.45882 1.91711
H -9.87503 -4.99136 2.43178
H -8.96114 -5.35241 1.08306
H -10.49818 -4.62541 0.85362
C 4.07754 0.88463 5.51373
C 4.82740 2.16226 5.96159
N 6.26592 2.17584 5.76552
C 7.06895 1.41866 6.71791
C 6.83990 1.97916 8.16604
C 6.59024 1.89017 4.38840
C 7.81154 2.53274 3.87576
H 4.62896 0.02527 5.94959
H 3.97599 0.80180 4.44965
H 3.08382 0.83513 5.94300
H 4.37657 2.88251 5.32347
H 4.46496 2.32560 6.91225
H 6.74604 0.39436 6.68772
H 8.05752 1.51501 6.37058
H 7.64435 1.92622 8.90937
H 6.69178 3.04886 8.00264
H 6.00628 1.59072 8.61157
H 5.81880 2.16702 3.68595
H 6.79114 0.81611 4.26492
H 8.71707 2.13880 4.38411
H 7.78346 3.64805 3.89166
H 7.87134 2.17315 2.83636
C -4.43658 -3.31903 -1.63398
C -5.46428 -3.31293 -2.75517
N -6.54957 -2.39105 -2.36714
C -7.75184 -2.66948 -3.13812
C -8.63331 -3.81990 -2.68636
C -6.08952 -1.02451 -2.64561
C -6.85265 -0.06361 -1.79505
H -4.78435 -3.96234 -0.85217
H -4.39638 -2.31414 -1.20767
H -3.38662 -3.59419 -1.84506
H -4.98404 -3.15907 -3.70941
H -5.80446 -4.33736 -2.78165
H -8.33867 -1.78521 -3.10694
H -7.43821 -2.70838 -4.13998
H -9.54153 -3.95961 -3.18659
H -8.11559 -4.74078 -2.63393
H -8.90228 -3.63138 -1.58044
H -6.19602 -0.83903 -3.70838
H -5.02112 -0.86270 -2.39909
H -7.04920 -0.52361 -0.87235
H -7.83890 0.17955 -2.27810
H -6.35854 0.83127 -1.52886
C 6.22964 3.19608 -4.52536
C 4.84893 3.83232 -4.48255
N 4.63083 4.25677 -3.09573
C 3.37041 5.00196 -3.02171
C 3.45448 6.08197 -1.91275
C 4.70457 3.21607 -2.08392
C 3.75935 2.03173 -2.28606
H 6.72360 3.24111 -5.50311
H 6.11681 2.13818 -4.30724
H 6.89673 3.58977 -3.73916
H 4.75594 4.74813 -5.02732
H 4.16278 3.07401 -4.90234
H 2.51785 4.31827 -2.91025
H 3.17649 5.40044 -4.06466
H 2.48989 6.44848 -1.69601
H 4.06930 6.92505 -2.17816
H 3.90375 5.70785 -1.00055
H 5.72985 2.76395 -2.08146
H 4.49076 3.69634 -1.14621
H 4.16108 1.26710 -2.94258
H 3.48021 1.55562 -1.32927
H 2.83090 2.35390 -2.74081
C -1.36073 3.59414 -6.69947
C -2.10017 3.46028 -5.36096
N -3.46085 3.91040 -5.16816
C -4.36189 3.32202 -6.12838
C -5.12073 2.09428 -5.58504
C -3.63702 5.41074 -5.20890
C -2.88853 6.16108 -4.09846
H -1.82312 2.92393 -7.41489
H -0.34952 3.33781 -6.49864
H -1.43258 4.61561 -7.06037
H -2.04839 2.40856 -5.07180
H -1.50888 3.87131 -4.55437
H -5.15269 3.97698 -6.50811
H -3.78712 3.03425 -7.00516
H -5.83002 2.37184 -4.85850
H -5.67198 1.57483 -6.37475
H -4.31273 1.45999 -5.16264
H -4.67908 5.47203 -5.04565
H -3.29467 5.80893 -6.19466
H -2.89098 7.21737 -4.35048
H -1.87628 5.77678 -3.83774
H -3.50919 6.04499 -3.22005
C -2.36971 -1.14849 -4.61799
C -1.53261 -1.14305 -5.91020
N -0.12338 -0.65545 -5.71640
C 0.73823 -0.91523 -6.86748
C 1.32713 -2.30383 -6.71412
C -0.14530 0.75755 -5.26392
C 1.28749 1.35129 -4.95240
H -2.52569 -0.06714 -4.37874
H -1.85551 -1.57586 -3.77834
H -3.32609 -1.57892 -4.79811
H -1.43507 -2.17648 -6.23333
H -2.07597 -0.54720 -6.64391
H 0.16788 -0.70282 -7.82403
H 1.59839 -0.19759 -6.88530
H 0.65471 -3.10368 -6.87204
H 2.14335 -2.50597 -7.45155
H 1.70026 -2.38640 -5.66397
H -0.72276 0.91123 -4.36379
H -0.64949 1.29268 -6.05292
H 1.24770 2.34706 -4.48296
H 1.84522 1.44753 -5.90969
H 1.83148 0.64989 -4.32984
C -4.99261 2.12998 5.58776
C -3.64317 1.58399 6.04341
N -2.47303 2.12927 5.51428
C -1.19816 1.37434 5.85469
C -1.30658 -0.02714 5.27257
C -2.30598 3.56522 5.67809
C -1.89149 4.24006 4.31178
H -5.19153 1.89207 4.52053
H -5.23417 3.14559 5.83389
H -5.76052 1.61469 6.18782
H -3.61242 1.60031 7.17786
H -3.69951 0.52679 5.69250
H -0.40336 1.95530 5.39903
H -1.06826 1.42000 6.92776
H -1.43243 0.12150 4.14582
H -0.37705 -0.54681 5.38875
H -2.16342 -0.67971 5.60214
H -1.56127 3.66951 6.39898
H -3.26141 3.98366 5.97833
H -1.06665 3.66793 3.85834
H -1.51984 5.24544 4.29921
H -2.78291 4.12501 3.63300
C 2.92977 -7.43156 1.39132
C 3.35078 -5.98852 1.48139
N 3.35313 -5.56097 2.87238
C 4.49239 -6.27660 3.60667
C 4.38023 -6.03386 5.12354
C 3.41099 -4.04706 2.98846
C 1.97969 -3.39188 2.78591
H 2.16472 -7.49461 2.17309
H 3.73786 -8.10970 1.52689
H 2.50475 -7.69941 0.46214
H 4.37965 -5.66012 1.02357
H 2.64418 -5.40593 0.88911
H 5.49947 -6.06061 3.19885
H 4.20763 -7.30451 3.45634
H 4.58055 -6.96465 5.74192
H 3.33959 -5.68904 5.34797
H 5.03420 -5.29675 5.51590
H 3.80988 -3.75176 3.95585
H 4.16335 -3.68313 2.22554
H 1.51632 -3.59283 1.77632
H 1.31841 -3.60391 3.60808
H 2.04343 -2.26546 2.65643
C -1.64203 -1.24044 0.78586
C -0.44177 -0.99884 1.59673
N 0.55236 -0.30498 0.87266
C 1.15786 -1.03630 -0.20494
C 0.97772 -0.27307 -1.52395
C 1.63305 0.36744 1.65714
C 1.07733 1.33519 2.74233
H -2.51451 -1.57266 1.41903
H -1.45541 -2.07650 0.07366
H -1.92277 -0.33436 0.25188
H -0.70687 -0.29699 2.41375
H -0.04280 -1.95622 2.05626
H 2.27126 -1.14253 -0.05691
H 0.80342 -2.05235 -0.20754
H 1.40773 -0.85340 -2.35545
H -0.06625 -0.18651 -1.76283
H 1.32368 0.79562 -1.58404
H 2.28479 0.98177 0.97257
H 2.36722 -0.36203 2.09947
H 0.29063 1.86010 2.31366
H 1.87739 2.04212 3.06084
H 0.73134 0.76698 3.61356
C 2.73343 7.34854 1.60833
C 2.04803 6.21026 2.32814
C 0.54020 6.14540 2.06271
O 0.54082 4.92713 1.19399
C 1.79247 4.25676 1.21908
O 1.99451 3.23615 0.65004
O 2.60682 4.93821 1.96296
H 2.66999 8.25544 2.19841
H 2.27193 7.48532 0.64467
H 3.80341 7.05038 1.41283
H 2.13177 6.31641 3.41488
H 0.06154 6.87956 1.47436
H 0.03206 5.81449 2.95414
C -0.32236 -6.08523 4.07287
C -1.15509 -6.18442 2.81307
C -1.46500 -4.81218 2.26369
O -1.08661 -4.93887 0.82684
C -0.46965 -6.14669 0.62916
O -0.04818 -6.52308 -0.41247
O -0.48819 -6.88382 1.75975
H 0.64696 -5.76947 3.66136
H -0.24509 -7.01309 4.59869
H -0.69580 -5.27055 4.71292
H -2.08209 -6.72155 2.92419
H -0.92785 -3.99076 2.68652
H -2.52912 -4.62700 2.30579
C -2.84315 2.72937 -1.87967
C -1.73082 3.23884 -1.04759
C -0.39832 3.26460 -1.74469
O 0.01678 4.60523 -1.73144
C -0.84635 5.36635 -1.00645
O -0.73257 6.54898 -0.76803
O -1.89185 4.62599 -0.66244
H -2.72303 1.69611 -2.16300
H -3.10668 3.31198 -2.72272
H -3.67312 2.68254 -1.17747
H -1.71946 2.73819 -0.05646
H -0.40714 2.96516 -2.76747
H 0.34712 2.64547 -1.24193
O 2.85660 -3.87977 -1.24242
C 2.28429 -3.79611 -2.28367
O 2.77103 -3.09401 -3.35395
C 4.05527 -2.43468 -3.15087
C 4.06510 -1.39879 -4.29053
C 0.90142 -4.32835 -2.61821
H 4.82644 -3.16780 -3.25111
H 4.09710 -1.85350 -2.18640
H 5.08959 -0.94603 -4.46789
H 3.53298 -0.47369 -4.02820
H 3.74450 -1.81686 -5.20145
H 0.20616 -3.48924 -2.51473
H 0.61660 -5.07106 -1.89722
H 0.86976 -4.69674 -3.64503
O 6.42233 0.90113 0.16690
C 6.68245 0.01939 -0.57088
O 6.17286 -1.23120 -0.45860
C 5.42055 -1.44211 0.71922
C 6.32395 -1.67047 1.86410
C 7.45359 0.13658 -1.81673
H 4.80393 -2.27462 0.54749
H 4.78497 -0.54894 0.69594
H 7.12884 -0.94131 1.91394
H 6.78206 -2.65991 1.75773
H 5.67873 -1.57261 2.83701
H 7.01523 0.89171 -2.53237
H 7.48996 -0.82508 -2.26627
H 8.48035 0.45296 -1.67124
*
```

Output
E_tot: -4391.60496 hartree

***

# 2
Density functional theory data (the ωB97M-V functional and the def2-TZVPD basis) for a cluster of 2 separate species, C2H3F3S in total at a distorted geometry.

```
! wB97M-V def2-TZVPD RIJCOSX def2/J DEFGRID3
* xyz 0 1
C 0.98653 -0.16557 -0.77724
C -0.65113 -0.40414 0.81897
F 0.39995 -0.89594 -1.80306
F 2.10772 -0.69275 -0.40168
F 0.10442 -0.17533 1.88550
S -1.78397 0.89374 0.33067
H 0.91905 0.85026 -1.03799
H -1.12320 -1.29231 1.03993
H -0.95938 1.88205 -0.05510
*
```

Output
Relative energy (zero: lowest compared OMol25 entry of this formula, charge and spin): 3.8460 eV

***

# 3
Density functional theory data (the ωB97M-V functional and the def2-TZVPD basis) for the ion C5H7FIN4 with charge +1 at a distorted geometry.

```
! wB97M-V def2-TZVPD RIJCOSX def2/J DEFGRID3
* xyz 1 1
C -0.66375 -1.34584 0.00895
C 0.66491 -1.68497 -0.03190
C 1.56869 -0.61587 -0.01985
C -0.08778 0.93553 -0.03333
C -2.45398 0.29874 0.06846
N 1.20024 0.62567 -0.02755
N -1.04747 -0.04611 0.02014
N -0.41865 2.21669 -0.08572
N 3.24678 -0.89795 -0.26393
F 1.04757 -2.94964 -0.05783
I 4.37287 0.71600 0.12816
H -1.43133 -2.10664 0.02289
H -2.78534 0.68983 -0.89903
H -3.04097 -0.59036 0.30058
H -2.63660 1.04308 0.84871
H 0.33756 2.88530 -0.12043
H -1.36647 2.54968 -0.13066
H 3.49371 -1.72315 0.27237
*
```

Output
Relative energy (zero: lowest compared OMol25 entry of this formula, charge and spin): 1.3326 eV
SMILES: Cn1cc(F)/c(=[NH+]/I)nc1N